No. 1
Computed, not measured: a 4-piece molecular cluster, C2H12N2O4 overall in a non-equilibrium geometry, with wB97M-V/def2-TZVPD.

Values from the calculation:
strongest force on any atom = 5.55 eV Å⁻¹
HOMO level = -9.66 eV

Geometry (Å):
O: 1.785 1.182 -0.886
O: 0.886 1.890 1.510
O: -0.937 -0.354 1.465
O: 4.253 3.317 -4.084
N: -0.655 -0.739 -0.714
N: -2.283 -2.034 0.586
C: -1.261 -1.028 0.465
C: -2.628 -2.407 1.849
H: 3.886 2.347 -3.952
H: 0.171 -0.210 -0.599
H: -3.201 -3.332 1.885
H: 4.414 3.716 -3.202
H: -1.050 -1.033 -1.598
H: -2.796 -2.157 -0.260
H: 0.442 1.097 1.993
H: -1.904 -2.726 2.473
H: 2.287 0.323 -0.973
H: 1.438 1.243 0.096
H: -3.066 -1.641 2.624
H: 0.218 2.547 1.322

Formally, the Löwdin partial charges of the atoms, in units of the elementary charge, are as follows: atom 1 (O): -0.1567, atom 2 (O): -0.0781, atom 3 (O): -0.0044, atom 4 (O): -0.1306, atom 5 (N): 0.1775, atom 6 (N): 0.0007, atom 7 (C): -0.5180, atom 8 (C): -0.1733, atom 9 (H): 0.0933, atom 10 (H): 0.0450, atom 11 (H): 0.0921, atom 12 (H): 0.0358, atom 13 (H): 0.1120, atom 14 (H): 0.1256, atom 15 (H): 0.0910, atom 16 (H): 0.0360, atom 17 (H): 0.0534, atom 18 (H): 0.0157, atom 19 (H): 0.1265, atom 20 (H): 0.0564

No. 2
Computed, not measured: a 15-piece molecular cluster, C16H45Cl2N2O18P overall in a non-equilibrium geometry, with wB97M-V/def2-TZVPD.

Values from the calculation:
strongest force on any atom = 2.55 eV Å⁻¹
HOMO level = -7.52 eV

Geometry (Å):
Cl: -0.080 -3.891 0.628
Cl: -4.278 -3.122 0.564
P: -2.432 1.723 0.592
O: -2.047 3.290 0.905
O: 1.485 0.790 8.627
O: -0.696 1.889 -2.974
O: 5.734 2.322 -0.740
O: 3.491 5.567 0.790
O: -7.096 -2.199 -1.724
O: 3.847 -1.486 3.926
O: -5.707 0.340 -3.264
O: -2.366 -7.079 0.790
O: -3.305 -0.917 -1.404
O: 3.414 0.674 6.212
O: 8.337 -0.246 -1.170
O: 6.661 -2.245 0.374
O: 0.066 5.523 -2.053
O: 0.087 -3.057 -2.517
O: 2.420 -1.475 -1.167
O: -8.439 -0.385 -3.929
O: -9.183 0.372 -6.497
N: -1.742 -2.613 -1.080
N: 0.847 3.613 0.227
C: 2.962 0.872 0.181
C: -2.222 -1.217 -1.043
C: -2.669 -3.592 0.965
C: -1.039 -0.402 -0.602
C: 0.700 2.465 1.139
C: 0.421 1.210 0.355
C: -3.525 1.883 -0.880
C: -2.515 -4.326 2.263
C: 5.035 0.155 1.329
C: -0.919 0.805 0.073
C: -1.654 -3.311 0.148
C: 3.727 -0.143 1.002
C: -0.421 -2.403 -1.670
C: 0.059 -1.162 -1.019
C: 1.350 -0.739 -0.774
C: 1.528 0.458 -0.074
H: 4.166 4.907 0.600
H: 2.120 -2.307 -1.557
H: -6.595 -2.677 -2.392
H: -6.466 -2.067 -1.009
H: 5.929 -2.551 -0.170
H: -0.938 1.088 -2.496
H: 2.122 0.543 7.943
H: 1.608 2.315 1.719
H: 8.287 0.013 -2.095
H: -7.973 0.252 -4.479
H: 3.802 0.148 5.500
H: 3.253 -2.207 4.158
H: 3.447 0.933 -0.804
H: 4.138 0.802 6.835
H: 1.533 4.268 0.591
H: -3.422 -4.243 2.850
H: 6.154 1.832 -1.453
H: 9.133 0.183 -0.839
H: 6.402 2.350 -0.048
H: 0.081 6.411 -1.685
H: 3.300 -1.087 1.322
H: 5.736 0.200 0.508
H: -2.219 -5.360 2.102
H: -8.713 1.009 -7.045
H: -3.987 2.864 -0.848
H: 5.349 0.377 2.342
H: 1.278 -0.035 9.075
H: -3.030 1.689 -1.827
H: 3.058 1.852 0.615
H: -0.071 2.649 1.878
H: -4.830 -0.048 -3.185
H: 1.295 3.243 -0.610
H: -1.878 -6.458 0.236
H: -4.298 1.135 -0.749
H: -1.748 -3.808 2.839
H: 3.717 6.308 0.220
H: 7.159 -1.655 -0.209
H: -9.848 0.000 -7.086
H: 0.251 4.947 -1.295
H: -3.041 -7.436 0.204
H: -2.573 3.590 1.651
H: -9.101 -0.749 -4.519
H: -6.318 -0.405 -3.157
H: 4.716 -1.900 3.876
H: -0.030 1.621 -3.614

Formally, the Löwdin partial charges of the atoms, in units of the elementary charge, are as follows: atom 1 (Cl): 0.8117, atom 2 (Cl): 0.7628, atom 3 (P): 0.9226, atom 4 (O): -0.3195, atom 5 (O): -0.0650, atom 6 (O): -0.0327, atom 7 (O): -0.0573, atom 8 (O): -0.0505, atom 9 (O): -0.0537, atom 10 (O): -0.0453, atom 11 (O): -0.0638, atom 12 (O): -0.0558, atom 13 (O): 0.1258, atom 14 (O): -0.0545, atom 15 (O): -0.0395, atom 16 (O): -0.0654, atom 17 (O): -0.0736, atom 18 (O): 0.1679, atom 19 (O): 0.0944, atom 20 (O): -0.0643, atom 21 (O): -0.0436, atom 22 (N): 0.0356, atom 23 (N): 0.0400, atom 24 (C): -0.1360, atom 25 (C): -0.3399, atom 26 (C): -0.7168, atom 27 (C): -0.1139, atom 28 (C): -0.2223, atom 29 (C): -0.1181, atom 30 (C): -0.2399, atom 31 (C): -0.1386, atom 32 (C): -0.0117, atom 33 (C): -0.2274, atom 34 (C): -0.6449, atom 35 (C): -0.1300, atom 36 (C): -0.4211, atom 37 (C): -0.0672, atom 38 (C): -0.2001, atom 39 (C): -0.0769, atom 40 (H): 0.0327, atom 41 (H): 0.1104, atom 42 (H): 0.0402, atom 43 (H): -0.0001, atom 44 (H): 0.0351, atom 45 (H): -0.0028, atom 46 (H): -0.0092, atom 47 (H): 0.1066, atom 48 (H): 0.0515, atom 49 (H): 0.0159, atom 50 (H): 0.0086, atom 51 (H): 0.0529, atom 52 (H): 0.1287, atom 53 (H): 0.0443, atom 54 (H): 0.0523, atom 55 (H): 0.0698, atom 56 (H): 0.0306, atom 57 (H): 0.0559, atom 58 (H): 0.0364, atom 59 (H): 0.0242, atom 60 (H): 0.0950, atom 61 (H): 0.0276, atom 62 (H): 0.0490, atom 63 (H): 0.0502, atom 64 (H): 0.0492, atom 65 (H): 0.0563, atom 66 (H): 0.0284, atom 67 (H): 0.0279, atom 68 (H): 0.0918, atom 69 (H): 0.0968, atom 70 (H): 0.0105, atom 71 (H): 0.0802, atom 72 (H): 0.0252, atom 73 (H): 0.0155, atom 74 (H): 0.0711, atom 75 (H): 0.0438, atom 76 (H): -0.0111, atom 77 (H): 0.0475, atom 78 (H): -0.0187, atom 79 (H): 0.0487, atom 80 (H): 0.0515, atom 81 (H): 0.0175, atom 82 (H): -0.0058, atom 83 (H): 0.0532, atom 84 (H): 0.0435

No. 3
Computed, not measured: a 12-piece molecular cluster, C32H78BO19 overall in a non-equilibrium geometry, with wB97M-V/def2-TZVPD.

Values from the calculation:
strongest force on any atom = 5.04 eV Å⁻¹
total charge = -1
HOMO level = -7.65 eV

Geometry (Å):
O: -0.030 2.058 6.799
O: -5.649 2.653 4.091
O: 2.117 1.700 -2.819
O: -4.125 -4.541 3.697
O: 4.859 1.005 0.660
O: -6.441 0.745 -3.404
O: -0.460 0.294 0.886
O: 0.845 -0.884 -0.746
O: -2.149 -0.194 2.303
O: 3.442 0.162 -6.798
O: 2.672 -1.202 -1.976
O: 2.456 4.635 -2.615
O: 4.238 -3.042 -3.090
O: 0.485 -3.485 -5.088
O: -1.471 -0.259 -1.122
O: -3.561 4.893 -1.936
O: 0.412 1.360 -1.261
O: -3.620 -0.333 -0.346
O: 2.817 -0.816 1.341
C: 2.060 -2.107 3.232
C: 4.521 -1.829 2.588
C: -0.316 1.390 5.598
C: 2.020 5.099 -1.368
C: -5.286 2.082 1.828
C: 3.037 -2.007 2.091
C: -5.285 0.390 3.634
C: -1.849 1.340 5.729
C: -1.340 4.193 -1.985
C: -3.259 -4.382 4.721
C: 5.453 0.237 -0.392
C: -0.605 -3.285 -2.900
C: -5.519 1.626 -2.806
C: 1.430 0.991 -2.063
C: -2.401 -0.272 -0.197
C: -2.877 -2.888 4.609
C: -2.098 -5.377 4.585
C: 4.399 0.316 -4.571
C: -2.577 4.240 -1.102
C: -6.325 2.331 -1.688
C: 6.297 -4.108 -2.947
C: -2.432 5.151 0.143
C: 3.460 2.380 -5.766
C: 0.239 -0.039 5.711
C: 4.850 -3.621 -0.860
C: -1.669 -0.046 1.147
C: -4.869 1.776 3.210
C: 1.709 -0.506 -1.608
C: 3.412 0.853 -5.559
C: 5.304 -3.153 -2.258
C: -0.393 -1.438 -4.641
C: 0.194 -2.633 -4.036
B: -0.186 0.179 -0.581
H: -2.440 -2.678 3.633
H: 1.837 4.312 -0.636
H: 4.229 -4.516 -0.816
H: -6.493 -0.035 -2.846
H: 6.570 -3.671 -3.907
H: 5.889 -5.107 -3.102
H: 1.226 -2.410 -3.765
H: 0.021 -4.120 -2.585
H: 2.659 2.782 -6.387
H: -1.719 -5.380 3.563
H: -5.052 0.225 4.686
H: -0.857 5.147 -2.199
H: 2.895 -2.770 1.326
H: 0.394 -0.806 -5.051
H: -1.610 3.746 -2.942
H: 1.154 5.758 -1.431
H: -3.597 4.461 -2.793
H: -2.156 0.912 6.684
H: -3.641 -2.187 4.946
H: 2.571 -2.447 4.133
H: -4.645 1.164 -2.347
H: -2.208 -2.589 5.416
H: 3.545 -2.626 -2.571
H: 1.982 -0.793 0.867
H: 4.752 -0.204 -1.101
H: -2.312 -6.348 5.032
H: 4.389 2.515 -6.319
H: 1.264 -2.824 3.029
H: 3.140 -0.735 -6.637
H: -3.091 4.690 0.880
H: -1.175 -1.714 -5.349
H: 2.835 5.765 -1.084
H: -4.116 -3.633 3.385
H: 2.192 3.712 -2.646
H: 5.400 0.073 -4.928
H: -4.912 -0.346 2.923
H: 4.472 -1.165 3.450
H: -2.342 0.684 5.012
H: -5.364 3.569 4.060
H: -4.381 2.107 1.221
H: -0.795 -0.859 -3.809
H: 2.450 0.581 -5.125
H: 0.854 2.433 6.778
H: -0.512 3.606 -1.588
H: 4.240 -2.859 -0.373
H: 1.553 -1.181 3.504
H: -0.717 -2.688 -1.995
H: 5.912 0.963 -1.062
H: -3.694 -4.580 5.701
H: -1.411 5.179 0.523
H: -2.720 6.184 -0.050
H: -6.129 1.456 1.535
H: 3.959 -0.633 -4.266
H: -7.073 3.061 -2.000
H: -6.338 0.130 3.748
H: 0.016 -0.405 6.713
H: -0.143 -0.644 4.889
H: 0.004 1.999 4.753
H: -0.282 -3.752 -5.601
H: -5.164 2.232 -3.640
H: 5.287 -1.404 1.938
H: 4.146 0.446 0.979
H: 4.417 0.836 -3.614
H: -5.677 3.084 1.652
H: 5.726 -3.667 -0.213
H: -6.795 1.640 -0.989
H: 1.326 0.040 5.728
H: 5.724 -2.155 -2.135
H: -2.378 2.290 5.659
H: -1.198 -5.076 5.122
H: 7.158 -4.124 -2.280
H: 4.963 -2.759 2.944
H: 6.219 -0.406 0.042
H: 3.578 2.846 -4.788
H: -2.824 3.221 -0.804
H: -3.806 1.816 3.444
H: -5.600 2.796 -1.020
H: -1.524 -3.798 -3.183

These are the Löwdin partial charges, in e, on atoms 1 to 99: atom 1 (O): -0.0728, atom 2 (O): -0.0767, atom 3 (O): 0.1178, atom 4 (O): -0.0256, atom 5 (O): -0.1308, atom 6 (O): -0.0889, atom 7 (O): 0.2412, atom 8 (O): 0.2122, atom 9 (O): 0.0800, atom 10 (O): -0.0462, atom 11 (O): 0.0851, atom 12 (O): -0.1155, atom 13 (O): -0.0528, atom 14 (O): -0.0406, atom 15 (O): 0.2257, atom 16 (O): -0.0721, atom 17 (O): 0.2092, atom 18 (O): 0.1213, atom 19 (O): -0.0775, atom 20 (C): -0.0450, atom 21 (C): -0.0287, atom 22 (C): -0.4636, atom 23 (C): -0.1841, atom 24 (C): -0.0678, atom 25 (C): -0.4204, atom 26 (C): -0.0771, atom 27 (C): -0.0636, atom 28 (C): -0.0586, atom 29 (C): -0.5286, atom 30 (C): -0.1586, atom 31 (C): -0.0176, atom 32 (C): -0.3015, atom 33 (C): -0.2425, atom 34 (C): -0.3521, atom 35 (C): -0.0576, atom 36 (C): -0.0514, atom 37 (C): -0.0596, atom 38 (C): -0.4426, atom 39 (C): -0.0765, atom 40 (C): -0.0429, atom 41 (C): -0.0315, atom 42 (C): -0.0312, atom 43 (C): -0.0528, atom 44 (C): -0.0408, atom 45 (C): -0.3498, atom 46 (C): -0.4637, atom 47 (C): -0.3368, atom 48 (C): -0.5156, atom 49 (C): -0.5310, atom 50 (C): -0.0425, atom 51 (C): -0.5360, atom 52 (B): -0.8271, atom 53 (H): 0.0854, atom 54 (H): 0.0850, atom 55 (H): 0.0867, atom 56 (H): 0.0811, atom 57 (H): 0.0750, atom 58 (H): 0.0791, atom 59 (H): 0.1271, atom 60 (H): 0.0784, atom 61 (H): 0.0772, atom 62 (H): 0.0792, atom 63 (H): 0.0719, atom 64 (H): 0.0772, atom 65 (H): 0.1234, atom 66 (H): 0.0795, atom 67 (H): 0.0840, atom 68 (H): 0.0562, atom 69 (H): 0.0701, atom 70 (H): 0.0821, atom 71 (H): 0.0793, atom 72 (H): 0.0782, atom 73 (H): 0.0920, atom 74 (H): 0.0755, atom 75 (H): 0.0289, atom 76 (H): 0.0642, atom 77 (H): 0.0538, atom 78 (H): 0.0717, atom 79 (H): 0.0760, atom 80 (H): 0.0778, atom 81 (H): 0.0836, atom 82 (H): 0.0604, atom 83 (H): 0.0948, atom 84 (H): 0.0764, atom 85 (H): 0.0695, atom 86 (H): 0.0211, atom 87 (H): 0.0868, atom 88 (H): 0.0793, atom 89 (H): 0.0795, atom 90 (H): 0.0511, atom 91 (H): 0.0748, atom 92 (H): 0.0693, atom 93 (H): 0.0770, atom 94 (H): 0.1010, atom 95 (H): 0.0887, atom 96 (H): 0.0558, atom 97 (H): 0.0422, atom 98 (H): 0.0627, atom 99 (H): 0.0625

No. 4
Computed, not measured: a 2-piece molecular cluster, C5H16N2S overall in a non-equilibrium geometry, with wB97M-V/def2-TZVPD.

Values from the calculation:
strongest force on any atom = 4.48 eV Å⁻¹
HOMO level = -8.50 eV

Geometry (Å):
S: 0.966 0.277 1.819
N: -2.279 1.526 -1.415
N: 1.388 2.116 -0.858
C: 1.529 -1.553 1.026
C: -0.040 2.382 -1.152
C: -0.854 1.139 -1.389
C: -0.727 -2.474 1.701
C: 0.313 -2.365 0.590
H: 2.018 -1.934 1.917
H: -2.536 1.769 -0.447
H: 2.012 2.446 -1.589
H: -0.583 0.384 -0.645
H: -2.840 0.687 -1.614
H: 0.659 -3.374 0.347
H: -0.598 0.664 -2.350
H: -0.122 -1.886 -0.277
H: -0.458 2.920 -0.299
H: -1.538 -3.085 1.286
H: 2.263 -1.329 0.265
H: -0.089 3.071 -2.000
H: -0.346 -2.999 2.597
H: -1.131 -1.513 2.036
H: 1.683 2.281 0.101
H: 1.312 0.852 0.350

Formally, the Löwdin partial charges of the atoms, in units of the elementary charge, are as follows: atom 1 (S): 0.4825, atom 2 (N): -0.0150, atom 3 (N): -0.0472, atom 4 (C): -0.3955, atom 5 (C): -0.2744, atom 6 (C): -0.3156, atom 7 (C): -0.1521, atom 8 (C): -0.3386, atom 9 (H): 0.0386, atom 10 (H): 0.0705, atom 11 (H): 0.0851, atom 12 (H): 0.0552, atom 13 (H): 0.0685, atom 14 (H): 0.1060, atom 15 (H): 0.1165, atom 16 (H): 0.0825, atom 17 (H): 0.1099, atom 18 (H): 0.0678, atom 19 (H): 0.0497, atom 20 (H): 0.1143, atom 21 (H): 0.0801, atom 22 (H): 0.0354, atom 23 (H): 0.0291, atom 24 (H): -0.0534